No. 1
Entry from the OMol25 dataset: a 7-piece molecular cluster, C47H51BFN10O4 overall at a distorted geometry (ωB97M-V/def2-TZVPD).

Properties
Gap between HOMO and LUMO   8.05 eV
Multiplicity   1
HOMO level   -11.133 eV
Net charge   +1

Last column: Mulliken charge in e.
Element x y z (Å)
1 C 1.8032 -0.2501 0.2913  -0.95
2 B 1.5663 0.9755 -0.6034  -0.26
3 O 2.5101 1.9694 -0.6251  0.02
4 C 0.3282 1.2224 -1.5674  -0.26
5 N -0.3898 0.4034 -2.2354  0.30
6 C -1.3196 1.0328 -3.0038  0.52
7 C -2.2531 0.4310 -3.9524  -1.22
8 C -3.6414 0.0868 -3.4561  -1.13
9 C -3.7451 -0.9723 -2.4086  -0.28
10 C -3.9677 -0.6744 -1.1468  0.32
11 C -4.1332 -1.6498 -0.2703  -1.22
12 C -4.0788 -2.8913 -0.6568  -0.08
13 C -3.8162 -3.2035 -1.9053  -1.18
14 C -3.6619 -2.2272 -2.7682  0.20
15 C -1.1667 2.2883 -2.7603  0.50
16 C -1.8717 3.4468 -3.3233  -1.46
17 C -2.6031 4.3081 -2.2660  -0.36
18 C -4.0762 4.0970 -2.3034  0.01
19 N -4.9436 5.2337 -2.1321  -0.64
20 O -4.5154 2.9816 -2.4398  -0.58
21 N -0.1396 2.4042 -1.8782  0.39
22 C 0.3736 3.6697 -1.3905  -0.30
23 O 0.0145 4.1391 -0.3434  -0.46
24 N 1.2870 4.3434 -2.2444  0.13
25 C 1.7493 3.5974 -3.3680  0.47
26 O 1.1844 3.5538 -4.4367  -0.47
27 F 2.8682 2.9781 -3.1927  -0.12
28 H 2.8549 -0.2376 0.5248  0.25
29 H 1.2789 -0.1794 1.2357  0.36
30 H 1.6296 -1.2080 -0.1756  0.43
31 H 2.2950 2.5974 0.0807  0.27
32 H -0.2907 -0.5986 -2.2544  0.34
33 H -2.3870 1.1723 -4.7216  0.47
34 H -1.8199 -0.4169 -4.4559  0.60
35 H -4.1542 -0.3068 -4.3186  0.54
36 H -4.1993 0.9431 -3.1229  0.37
37 H -4.0340 0.3519 -0.8591  0.52
38 H -4.3211 -1.3966 0.7473  0.46
39 H -4.2543 -3.6766 0.0496  0.52
40 H -3.7844 -4.2266 -2.1933  0.48
41 H -3.4773 -2.4759 -3.7973  0.48
42 H -1.1115 4.0537 -3.7866  0.46
43 H -2.5682 3.1487 -4.0824  0.62
44 H -2.3301 5.3409 -2.3241  0.40
45 H -2.2957 3.9398 -1.3028  0.34
46 H -5.5809 5.1952 -2.9185  0.34
47 H -5.5132 5.0062 -1.3268  0.35
48 H 0.8263 5.1509 -2.6478  0.43
49 N 6.0538 3.3763 -0.3680  -0.62
50 C 6.8638 3.7638 0.6128  -0.29
51 C 6.5738 4.8052 1.4854  -0.41
52 C 5.3842 5.4901 1.3121  -0.45
53 C 4.5349 5.1094 0.2892  -0.32
54 C 4.9145 4.0481 -0.5141  0.04
55 H 7.7848 3.1997 0.7084  0.40
56 H 7.2608 5.0657 2.2785  0.47
57 H 5.1167 6.3050 1.9727  0.38
58 H 3.5920 5.6151 0.1261  0.40
59 H 4.2734 3.7050 -1.3147  0.46
60 N -1.4781 -2.9812 -6.4993  -0.49
61 C -2.6741 -3.2943 -6.9938  -0.07
62 C -3.0094 -3.1790 -8.3338  -0.57
63 C -2.0486 -2.7081 -9.2123  -0.15
64 C -0.7988 -2.3758 -8.7177  -0.45
65 C -0.5670 -2.5320 -7.3601  -0.11
66 H -3.3978 -3.6576 -6.2718  0.38
67 H -3.9970 -3.4518 -8.6777  0.36
68 H -2.2700 -2.6027 -10.2661  0.38
69 H -0.0197 -2.0049 -9.3686  0.36
70 H 0.3993 -2.2877 -6.9321  0.36
71 N -4.6529 -4.4327 2.4712  -0.42
72 C -3.8281 -5.3514 2.9685  -0.17
73 C -3.3037 -5.3051 4.2506  -0.52
74 C -3.6538 -4.2417 5.0635  -0.12
75 C -4.5056 -3.2720 4.5643  -0.54
76 C -4.9752 -3.4171 3.2689  -0.24
77 H -3.5825 -6.1685 2.2992  0.38
78 H -2.6428 -6.0850 4.6015  0.39
79 H -3.2704 -4.1710 6.0727  0.43
80 H -4.8049 -2.4250 5.1656  0.37
81 H -5.6531 -2.6860 2.8407  0.43
82 N 2.3211 2.5878 3.3170  -0.26
83 C 3.5634 3.0675 3.2734  0.13
84 C 4.2942 3.4188 4.3965  -0.59
85 C 3.7000 3.2656 5.6382  -0.39
86 C 2.4083 2.7693 5.7040  -0.42
87 C 1.7664 2.4459 4.5184  -0.45
88 H 3.9843 3.1732 2.2793  0.33
89 H 5.3004 3.8016 4.2987  0.43
90 H 4.2351 3.5289 6.5411  0.41
91 H 1.9081 2.6350 6.6526  0.44
92 H 0.7565 2.0514 4.5243  0.40
93 N 1.5063 -3.7126 0.8176  -0.34
94 C 1.0011 -3.8002 2.0421  -0.22
95 C 1.3768 -4.7665 2.9578  -0.49
96 C 2.3173 -5.7069 2.5749  -0.23
97 C 2.8501 -5.6356 1.2949  -0.44
98 C 2.4185 -4.6164 0.4609  -0.28
99 H 0.2675 -3.0447 2.2978  0.49
100 H 0.9445 -4.7804 3.9472  0.41
101 H 2.6365 -6.4794 3.2622  0.39
102 H 3.5908 -6.3461 0.9560  0.37
103 H 2.8200 -4.5101 -0.5409  0.35
104 N 1.4507 -1.9516 4.7981  -0.16
105 C 2.6998 -1.5712 4.5396  -0.04
106 C 3.5557 -1.0329 5.4878  -0.76
107 C 3.0865 -0.8757 6.7808  -0.21
108 C 1.7891 -1.2629 7.0700  -0.57
109 C 1.0185 -1.7939 6.0465  -0.36
110 H 3.0252 -1.7086 3.5130  0.42
111 H 4.5620 -0.7447 5.2179  0.42
112 H 3.7219 -0.4585 7.5511  0.42
113 H 1.3821 -1.1575 8.0658  0.40
114 H -0.0012 -2.1124 6.2302  0.45

***

No. 2
Entry from the OMol25 dataset: C47H51BrCoGeN5P2 as an isolated structure at a distorted geometry (ωB97M-V/def2-TZVPD).

Properties
Relative energy (zero: lowest compared OMol25 entry of this formula, charge and spin)   1.3190 eV
Gap between HOMO and LUMO (alpha / beta)   5.59 / 5.01 eV
Multiplicity   5
HOMO level (alpha / beta)   -18.032 / -18.143 eV
Net charge   +4

Last column: Mulliken spin population.
Element x y z (Å)
1 Co 0.3607 0.6176 0.7837  2.56
2 C -3.3447 3.0673 4.2816  0.00
3 C -2.0105 2.4192 4.0198  -0.01
4 C -1.0654 2.2295 5.0227  0.01
5 C 0.1412 1.5921 4.7567  0.00
6 C 0.3502 1.1857 3.4678  0.03
7 Br 1.9450 0.2837 2.9500  0.03
8 N -0.5162 1.3630 2.4631  0.03
9 C -1.6864 1.9667 2.7522  0.01
10 H -3.3213 3.6638 5.1917  0.00
11 H -4.1190 2.3071 4.4059  0.00
12 H -3.6384 3.7106 3.4525  0.00
13 H -1.2696 2.5764 6.0296  0.00
14 H 0.8822 1.4212 5.5258  0.00
15 H -2.3891 2.0686 1.9369  0.01
16 N -1.8844 -1.3548 -0.5639  0.01
17 P -0.8672 -1.4877 0.8161  0.09
18 C -0.0267 -3.0530 0.7605  0.02
19 C 1.3644 -3.1084 0.8615  0.01
20 C 2.0072 -4.3384 0.8944  0.00
21 C 1.2590 -5.5065 0.8275  0.00
22 C -0.1313 -5.4543 0.7230  0.00
23 C -0.7788 -4.2320 0.6935  0.00
24 C -2.0054 -1.5248 2.2054  0.01
25 C -3.3725 -1.2815 2.0972  0.01
26 C -4.1846 -1.3737 3.2230  0.00
27 C -3.6320 -1.6890 4.4548  0.01
28 C -2.2641 -1.9166 4.5707  0.00
29 C -1.4514 -1.8370 3.4509  0.01
30 P -1.1255 -1.6546 -2.0826  0.06
31 C -1.8491 -3.1395 -2.7520  0.04
32 C -3.2010 -3.2072 -3.1197  0.01
33 C -3.7198 -4.3942 -3.6062  0.00
34 C -2.8969 -5.5124 -3.7287  0.00
35 C -1.5579 -5.4470 -3.3727  0.01
36 C -1.0273 -4.2612 -2.8825  0.00
37 C -1.8257 -0.3352 -3.0984  0.22
38 C -1.7222 -0.4758 -4.4892  -0.04
39 C -2.1118 0.5349 -5.3810  0.14
40 C -2.6435 1.7080 -4.9044  0.20
41 C -2.9245 1.9383 -3.4708  0.08
42 C -2.3378 0.8941 -2.5079  0.06
43 H -2.8058 -1.7777 -0.4665  0.00
44 H 1.9449 -2.1926 0.9229  0.00
45 H 3.0846 -4.3893 0.9807  0.00
46 H 1.7579 -6.4660 0.8660  0.00
47 H -0.7060 -6.3704 0.6855  0.00
48 H -1.8622 -4.2006 0.6366  0.00
49 H -3.8303 -1.0165 1.1511  0.00
50 H -5.2509 -1.2105 3.1333  0.00
51 H -4.2688 -1.7688 5.3269  0.00
52 H -1.8378 -2.1780 5.5311  0.00
53 H -0.3912 -2.0581 3.5423  0.00
54 H -3.8505 -2.3415 -3.0278  0.00
55 H -4.7607 -4.4536 -3.8962  0.00
56 H -3.3083 -6.4403 -4.1049  0.00
57 H -0.9250 -6.3182 -3.4819  0.00
58 H 0.0193 -4.2110 -2.6020  0.00
59 H -1.3424 -1.4088 -4.8930  -0.01
60 H -1.9962 0.3830 -6.4472  0.01
61 H -2.9246 2.4950 -5.5967  -0.02
62 H -4.0207 1.9401 -3.3638  0.03
63 H -2.9896 0.6499 -1.6638  0.02
64 C 2.3911 2.9418 0.3376  0.02
65 N 3.1823 1.9322 -0.3604  0.02
66 C 4.6392 2.0900 -0.1644  0.00
67 C 2.6691 0.9317 -1.0809  -0.02
68 N 1.4394 0.4026 -0.7508  0.06
69 N 3.3599 0.3901 -2.0774  0.02
70 C 4.3089 1.1580 -2.9059  0.00
71 C 3.0621 -0.9649 -2.5606  0.00
72 H 2.5281 3.9154 -0.1353  0.00
73 H 2.7115 3.0096 1.3766  0.00
74 H 1.3249 2.7183 0.3063  0.04
75 H 4.8116 2.2526 0.8979  0.00
76 H 5.0352 2.9429 -0.7134  0.00
77 H 5.1555 1.1853 -0.4660  0.00
78 H 1.1276 -0.2688 -1.4443  0.00
79 H 4.1855 2.2211 -2.7269  0.00
80 H 4.0726 0.9503 -3.9481  0.00
81 H 5.3404 0.8637 -2.7204  0.00
82 H 2.2891 -0.9512 -3.3339  0.00
83 H 2.7564 -1.6128 -1.7410  0.00
84 H 3.9689 -1.3793 -2.9947  0.00
85 Ge -0.9928 1.9835 -1.4241  0.09
86 C 0.2423 2.7491 -2.6351  0.03
87 C 0.7723 1.9633 -3.6692  0.02
88 C 1.5797 2.5463 -4.6329  0.02
89 C 1.8918 3.9028 -4.5547  0.00
90 C 1.3952 4.6807 -3.5148  0.00
91 C 0.5773 4.1088 -2.5488  -0.01
92 C -1.9744 3.1896 -0.3582  0.02
93 C -3.3748 3.1505 -0.3527  0.00
94 C -4.0782 4.1618 0.2854  0.00
95 C -3.3955 5.1733 0.9557  0.01
96 C -2.0015 5.1840 0.9988  0.00
97 C -1.2872 4.1846 0.3605  0.01
98 H -2.6486 2.9704 -3.2266  0.02
99 H 0.5476 0.9048 -3.7333  -0.03
100 H 1.9656 1.9505 -5.4518  0.00
101 H 2.5212 4.3557 -5.3117  0.00
102 H 1.6343 5.7359 -3.4640  0.00
103 H 0.1720 4.7386 -1.7680  0.00
104 H -3.9283 2.3627 -0.8467  0.00
105 H -5.1605 4.1607 0.2613  0.00
106 H -3.9539 5.9524 1.4605  0.00
107 H -1.4800 5.9749 1.5236  0.00
108 H -0.2047 4.1959 0.4134  0.00

***

| no. | E (eV) |
| --- | --- |
| 1 | -76045.0075 |
| 2 | -239743.1334 |